135
Properties=species:S:1:pos:R:3 method="wB97M-V/def2-TZVPD" e_above_lowest_kj_mol=767.6 lumo_ev=0.09
C 0.29010 5.17835 3.95492
C 1.30751 5.66924 4.95856
O 1.57218 7.03270 4.72756
H 0.66898 5.14659 2.93338
H -0.61474 5.78242 4.02166
H -0.09211 4.19441 4.22672
H 2.25025 5.12382 5.00146
H 0.84307 5.59323 5.94173
H 2.07084 7.33957 5.48832
C 3.69073 -6.71067 1.04619
C 4.94441 -6.33741 0.30745
O 5.57480 -7.43285 -0.26347
H 2.86317 -6.95271 0.37937
H 3.45243 -5.83773 1.65388
H 3.88993 -7.55225 1.70963
H 5.73183 -5.88469 0.91004
H 4.64725 -5.70196 -0.52682
H 5.98914 -7.93038 0.44533
C -1.50852 5.85584 -3.06031
C -0.03808 6.03542 -3.36957
O 0.24972 7.38434 -3.18611
H -1.75065 6.15276 -2.03986
H -1.74004 4.79247 -3.12150
H -2.06955 6.40384 -3.81731
H 0.08855 5.71815 -4.40466
H 0.57164 5.41855 -2.70941
H -0.02891 7.60425 -2.29414
C 7.25423 5.44439 2.29910
C 6.22093 5.42645 1.15727
O 5.85942 4.09773 0.82972
H 8.20648 4.97837 2.04590
H 6.91538 5.03228 3.24960
H 7.52404 6.48641 2.47087
H 6.71983 5.85897 0.29003
H 5.35773 6.02888 1.44022
H 5.37743 3.70891 1.56327
C 9.62186 0.56290 -1.15550
C 8.55004 -0.40320 -1.64200
O 7.48491 0.29402 -2.17604
H 9.25774 1.29221 -0.43188
H 10.13560 1.11001 -1.94597
H 10.38312 0.06504 -0.55489
H 8.19506 -1.07586 -0.86122
H 8.90430 -1.02117 -2.46705
H 7.08236 0.79932 -1.46595
C -4.20825 -6.47184 -3.30924
C -5.36113 -5.91452 -2.46921
O -5.93828 -6.95419 -1.69208
H -4.65981 -7.34334 -3.78325
H -3.41959 -6.82894 -2.64698
H -3.84053 -5.73413 -4.02245
H -6.11520 -5.44896 -3.10381
H -4.92720 -5.14705 -1.82828
H -6.47537 -6.64731 -0.95794
C 5.14654 -3.04374 -6.74609
C 4.04033 -2.48099 -5.87517
O 4.06129 -1.09126 -5.83106
H 5.11222 -2.62119 -7.75027
H 5.12747 -4.12479 -6.88427
H 6.09106 -2.87420 -6.22914
H 4.10485 -2.80333 -4.83592
H 3.06931 -2.85372 -6.20120
H 4.79709 -0.89474 -5.24661
C -8.70831 -2.09161 1.73398
C -9.30547 -3.19413 0.97713
O -8.92365 -4.41822 1.55036
H -8.93028 -2.22120 2.79325
H -9.10615 -1.13827 1.38620
H -7.62411 -2.12196 1.62584
H -9.27022 -3.14580 -0.11123
H -10.36171 -3.06394 1.21272
H -9.63257 -4.77750 2.08884
C 6.00104 -0.09993 5.43972
C 5.20702 -0.31580 4.15483
O 4.29033 0.74452 3.99920
H 6.77132 -0.84028 5.65565
H 5.37494 -0.06102 6.33113
H 6.59452 0.81412 5.42028
H 4.73191 -1.29680 4.15454
H 5.86176 -0.26511 3.28487
H 3.65140 0.67317 4.71214
C 0.80105 -0.92035 -0.31927
C -0.40126 -1.03016 -1.23769
O -1.62676 -0.86456 -0.57793
H 1.63740 -1.39395 -0.83338
H 0.60901 -1.42290 0.62871
H 1.04134 0.13481 -0.18886
H -0.34332 -2.00648 -1.71890
H -0.45019 -0.30477 -2.04979
H -2.29254 -0.84103 -1.26914
C -1.22949 0.80045 -8.02266
C -1.21318 0.97919 -9.55515
O -2.42384 0.51411 -9.96233
H -2.02829 1.30613 -7.48016
H -0.25776 1.21013 -7.74697
H -1.27512 -0.24214 -7.70798
H -0.36103 0.44397 -9.97406
H -1.07997 2.03924 -9.77112
H -2.47449 0.49982 -10.92089
C -6.88963 1.81246 -5.21105
C -6.94654 0.49462 -4.40793
O -5.67634 -0.19022 -4.34791
H -6.04263 2.41532 -4.88358
H -7.86788 2.28698 -5.13377
H -6.68276 1.55280 -6.24926
H -7.69151 -0.12699 -4.90465
H -7.28283 0.68981 -3.38963
H -5.60382 -0.71973 -5.14537
C 1.48181 0.26068 9.84004
C 1.22266 -0.64793 8.64180
O 1.03066 0.18396 7.47571
H 0.56643 0.79528 10.09377
H 2.17179 1.05786 9.56338
H 1.87503 -0.28128 10.70013
H 0.35294 -1.25255 8.89895
H 2.05203 -1.33878 8.49021
H 0.36144 -0.28929 6.97594
C -2.73150 -4.27937 5.78105
C -3.14096 -3.87031 4.40082
O -2.85094 -2.47909 4.27806
H -3.30287 -3.79453 6.57262
H -1.68071 -4.02471 5.91920
H -2.78302 -5.35931 5.91945
H -4.20385 -4.04986 4.23919
H -2.54676 -4.39381 3.65184
H -2.68385 -2.20063 3.37465
C -5.68856 3.90204 1.44570
C -6.65922 4.52546 0.45659
O -6.61888 5.91819 0.51420
H -5.86508 4.20407 2.47804
H -4.65237 4.06742 1.15062
H -5.89129 2.83111 1.45603
H -7.69933 4.27562 0.66602
H -6.46086 4.17114 -0.55494
H -6.73380 6.27937 1.39621